Computed, not measured: an isolated molecule of C19H25N3O3 at a distorted geometry, with ωB97M-V/def2-TZVPD.

Structure (XYZ):
```
50
Properties=species:S:1:pos:R:3:forces:R:3:mulliken_charge:R:1
O -6.464 -3.978 -2.704 0.673 0.508 0.436 -0.631
O 3.842 1.001 1.328 -0.014 -1.913 1.151 -0.376
O -3.890 0.750 -1.540 -0.702 -1.885 4.026 -0.706
N -4.545 -3.099 -1.823 -0.842 -0.060 -0.273 -0.252
N -3.803 -2.020 -1.273 1.114 -0.570 -2.025 -0.316
N -2.920 0.493 0.504 -1.302 0.825 -0.829 -0.061
C 4.838 1.001 0.379 -1.395 1.091 -0.946 0.229
C -5.910 -3.064 -2.096 0.379 -1.277 -0.559 0.358
C 4.503 1.825 -0.683 -0.728 0.523 -0.176 0.069
C 1.009 0.753 2.312 0.952 1.080 1.360 -1.055
C 6.814 0.194 -0.709 -1.904 1.381 -0.458 -0.631
C 1.670 -0.286 1.422 1.329 1.096 0.591 0.788
C -0.487 0.946 2.119 0.705 -1.597 1.001 -0.701
C -5.998 -1.187 -0.554 -1.479 -2.267 -3.328 -0.603
C -3.863 0.142 -0.391 1.802 1.658 -4.759 0.140
C -0.215 0.327 -0.290 1.863 -0.602 -0.230 -1.205
C 6.020 0.281 0.399 -1.031 -0.162 3.639 -0.154
C -2.115 1.728 0.509 -1.437 0.729 -0.497 -1.490
C -4.506 -1.268 -0.290 -1.291 1.301 0.560 0.725
C -6.669 -1.987 -1.499 3.279 2.504 3.170 -0.591
C 5.267 1.742 -1.810 0.642 0.595 -2.361 -0.689
C -0.706 1.341 0.723 1.015 1.590 -1.244 0.813
C 6.353 0.891 -1.850 2.105 -1.431 -0.247 -0.363
C 3.250 -0.306 1.593 -0.667 -1.254 1.019 -0.925
C 1.324 0.008 -0.010 -2.444 1.291 0.630 -0.881
H -4.385 -1.651 0.728 0.237 -0.204 0.100 0.193
H 6.207 -0.080 1.475 0.285 -0.130 -2.005 0.274
H -0.071 2.253 0.569 -0.535 -0.396 0.023 0.376
H 3.692 -1.180 1.002 -0.404 1.586 0.125 0.457
H -2.155 2.357 -0.399 -0.746 -0.923 0.145 0.399
H -0.729 1.766 2.789 -0.640 -0.071 0.150 0.317
H 7.681 -0.380 -0.602 1.330 -0.684 -0.569 0.441
H -0.304 0.633 -1.350 0.001 0.384 0.573 0.367
H -1.104 0.023 2.334 0.735 0.761 0.242 0.232
H -7.705 -1.954 -1.687 -0.922 0.239 -0.151 0.447
H -2.903 0.021 1.364 -0.094 -0.748 1.059 0.285
H -2.538 2.338 1.331 0.514 -0.044 -0.271 0.422
H 1.661 -0.790 -0.579 0.660 -1.281 -1.658 0.581
H -3.463 -1.354 -2.032 -0.991 -1.281 1.094 0.338
H -6.572 -0.444 -0.084 -0.518 0.910 0.884 0.443
H 3.421 -0.670 2.657 0.116 1.013 -0.923 0.385
H 1.233 0.498 3.365 -0.094 0.186 -0.305 0.319
H 1.424 1.809 2.157 -0.081 -1.452 0.040 0.319
H -4.165 -4.044 -1.931 0.402 0.892 0.239 0.265
H 5.059 2.318 -2.763 -0.016 -0.654 1.410 0.297
H 6.939 0.687 -2.765 -0.546 0.624 0.394 0.321
H 1.355 -1.238 1.844 -0.219 -0.489 -0.556 0.208
H 3.610 2.485 -0.669 0.691 -0.699 0.239 0.401
H 1.802 0.944 -0.256 0.661 0.060 -0.300 -0.035
H -0.788 -0.576 -0.263 -0.445 -0.753 0.372 0.457
```
Forces are in eV/Å.

Values from the calculation:
* SMILES string: O=C1C=C[C@H](C(=O)NC[C@H]2CC[C@H](COc3ccccc3)CC2)NN1
* energy relative to the best compared isomer or geometry (same formula, charge and spin): 580.8 kJ/mol
* DFT total energy: -30718.6220 eV
* spin multiplicity: 1
* orbital gap: 9.26 eV



Computed, not measured: the ion C28H38N5O5S2 with charge +1 at a distorted geometry, with ωB97M-V/def2-TZVPD.

Structure (XYZ):
```
78
Properties=species:S:1:pos:R:3:forces:R:3:mulliken_charge:R:1
S 2.590 1.213 -1.986 1.214 -0.294 0.282 -0.254
S -3.545 2.615 0.214 -3.173 13.221 5.995 1.001
O -2.932 3.677 1.107 0.075 -3.493 -1.168 -0.842
O -0.154 -1.677 -3.116 2.222 2.960 7.168 -0.728
O -1.470 -1.894 0.779 -0.079 -0.584 -0.207 -0.583
O -3.222 -2.478 -0.697 -1.315 6.648 6.645 -0.281
O -4.502 3.359 -0.582 0.576 -2.417 -1.891 -0.713
N -4.418 1.730 1.145 4.005 -0.699 7.599 0.243
N 2.196 -2.557 0.961 8.002 -2.770 1.526 0.728
N 3.253 -0.269 -0.160 -7.929 -15.386 0.636 0.035
N 1.676 -1.203 -1.601 -11.114 -11.212 -3.012 0.454
N -3.409 -0.840 1.028 -1.108 1.511 3.041 0.097
C 1.589 -2.330 2.170 -6.538 3.728 0.646 -0.192
C 1.912 -2.657 -1.409 -0.447 -0.281 -0.714 -1.787
C 3.202 -4.817 2.247 -1.270 6.558 1.471 -1.129
C -3.693 1.084 2.521 -1.047 6.186 -0.039 -1.038
C 2.238 -1.491 3.228 -0.471 4.277 -0.183 -0.966
C -2.385 -3.303 -1.300 -2.188 -2.885 -2.614 0.467
C -2.638 -1.737 0.465 1.067 -1.768 -2.958 0.515
C -3.508 -4.122 -1.969 4.860 4.304 -7.932 -1.960
C -4.872 -0.726 0.866 0.962 0.849 2.375 -1.032
C -2.367 1.847 -0.426 6.842 -6.132 -7.287 0.461
C -1.074 1.476 0.166 -7.432 7.048 4.223 -0.661
C -2.600 1.312 -1.878 -2.022 4.362 8.155 -1.232
C -2.996 -0.175 2.336 5.424 1.457 -2.277 -0.156
C -0.348 0.251 -1.713 -4.016 1.209 4.936 0.213
C 6.378 4.239 0.243 -1.084 -0.066 6.015 -1.529
C -5.252 0.892 0.607 -3.199 -6.905 -6.733 -0.515
C 5.017 0.735 1.176 -0.281 3.807 -0.203 -0.704
C 3.660 -3.400 1.287 -8.214 1.966 15.049 -0.864
C 5.722 2.050 1.134 0.676 -7.970 5.399 -0.559
C 2.446 -0.429 -1.152 8.868 13.809 3.612 0.091
C -0.231 0.701 -0.340 6.580 -4.536 -4.402 0.947
C 3.831 1.575 -0.841 1.741 6.054 0.640 0.591
C 1.476 -3.321 -0.076 0.490 5.148 -1.948 -0.106
C 5.497 2.968 0.155 7.564 3.943 5.557 1.297
C 3.957 0.610 0.204 7.525 9.873 -0.703 0.090
C -1.655 0.501 -2.222 3.379 -2.888 -5.832 -1.244
C 4.618 2.911 -0.709 -8.593 -1.775 -8.455 -0.654
C 0.264 -0.962 -1.968 1.560 -4.077 -10.075 0.704
H 2.850 -4.427 3.372 1.285 -1.516 -3.170 0.216
H 5.001 0.041 2.044 0.616 0.586 -0.739 0.286
H -5.099 1.107 -0.652 -1.363 -1.172 3.307 0.170
H 4.186 -2.756 2.000 0.474 -0.211 -1.094 0.274
H -3.115 -4.790 -2.700 0.692 -1.097 -0.392 0.488
H 3.897 -3.708 0.507 4.820 -4.198 -12.517 0.924
H -3.015 1.988 2.921 -1.188 -2.064 -1.370 0.332
H 0.712 0.406 0.187 -1.065 0.579 -0.191 0.034
H -1.794 -2.832 -2.015 1.194 0.814 -1.352 -0.038
H 5.972 5.093 -0.248 0.786 0.403 -1.349 0.362
H 6.188 4.722 1.414 -0.180 -1.365 -2.639 0.289
H -4.114 -3.466 -2.762 1.167 -0.741 2.133 0.261
H 1.673 -4.338 -0.194 0.091 -1.664 0.789 0.544
H -5.237 -1.179 1.873 -0.162 1.343 -1.502 0.288
H 4.472 3.871 -1.401 0.017 -2.645 1.209 0.117
H 2.879 -1.694 0.952 -1.814 -0.010 -2.897 -0.266
H -2.831 -0.573 3.295 -1.328 -2.408 1.012 0.684
H -4.433 1.123 3.325 -0.668 -0.453 -0.723 0.352
H -1.801 -3.823 -0.629 1.342 -1.539 1.465 0.348
H -6.307 0.880 0.853 -0.244 0.886 0.128 0.482
H -3.592 1.653 -2.140 0.218 -0.600 -1.500 0.601
H 1.104 -3.132 2.608 -0.645 -2.149 0.569 0.831
H 6.530 1.971 2.125 -2.135 1.348 -3.409 0.126
H 0.587 -1.696 1.734 2.220 -1.308 1.664 -0.301
H -4.127 -4.595 -1.452 -5.014 -3.698 5.111 0.626
H 2.486 -5.387 1.764 -2.131 -0.576 -0.851 0.346
H -0.892 2.066 1.087 -0.077 -0.871 -0.254 0.551
H -1.764 0.199 2.447 -2.938 -1.255 -1.878 0.004
H 4.007 -5.407 2.144 3.371 -1.866 0.741 0.582
H -1.814 0.091 -3.235 0.239 -0.359 0.498 0.382
H 1.595 -3.166 -2.321 -0.490 -0.007 0.357 0.560
H -5.095 -1.486 0.171 -0.940 -0.136 -1.452 0.633
H 2.946 -2.704 -1.428 2.363 -0.369 -0.152 0.677
H 0.521 -2.920 0.115 -2.109 -0.967 0.017 -0.121
H 3.086 -2.057 3.736 -1.141 1.312 -0.229 0.255
H 7.408 4.014 0.583 -0.063 0.388 -1.806 0.375
H 1.316 -0.980 3.987 3.100 -2.048 -2.056 0.340
H 2.598 -0.410 2.594 -0.417 -3.148 2.187 0.181
```
Forces are in eV/Å.

Values from the calculation:
* total charge: +1
* SMILES string: CCOC(=O)N1CCN(S(=O)(=O)c2ccc(C(=O)N(CC[NH+](CC)CC)c3nc4ccc(C)cc4s3)cc2)CC1
* energy relative to the best compared isomer or geometry (same formula, charge and spin): 2491.7 kJ/mol
* DFT total energy: -68981.3946 eV
* spin multiplicity: 1
* orbital gap: 5.81 eV



Computed, not measured: the ion C12H16NO with charge +1 at a distorted geometry, with ωB97M-V/def2-TZVPD.

Structure (XYZ):
```
30
Properties=species:S:1:pos:R:3:forces:R:3:mulliken_charge:R:1
O -0.262 0.357 1.169 0.552 1.056 2.015 -0.361
N -0.861 -0.006 -0.005 2.503 -1.767 -0.904 0.759
C 2.471 0.911 -1.467 -0.067 -0.873 -5.079 -0.307
C 1.925 -0.338 -1.556 0.769 -1.001 -0.820 -0.183
C 2.128 -0.496 0.857 0.627 0.815 1.436 0.842
C -1.387 1.070 -0.713 -2.158 3.390 -0.269 -0.687
C -2.619 1.780 -0.054 -1.559 -0.574 -0.914 -1.128
C 1.661 -1.001 -0.406 -1.875 -1.213 0.642 0.065
C 2.774 1.526 -0.309 1.534 2.004 2.497 -0.610
C 0.809 -0.407 1.754 -0.878 0.774 1.065 -0.722
C 0.868 -2.298 -0.481 1.006 2.208 0.592 -0.856
C -1.438 -1.293 -0.077 0.107 -0.764 -0.263 -1.044
C 2.818 0.885 0.861 -2.539 -2.830 0.329 -0.694
C -0.424 -2.424 -0.267 -2.213 -1.687 -1.210 -0.373
H -2.100 -1.516 0.750 -0.199 -0.112 0.532 0.386
H 3.139 2.517 -0.346 0.242 1.068 -0.095 0.501
H -2.764 2.782 -0.513 0.500 -0.453 0.450 0.375
H 2.717 1.400 -2.464 -0.409 -0.322 1.510 0.381
H -0.743 1.958 -0.733 0.945 -0.830 -0.278 0.322
H 1.082 0.211 2.717 -0.844 -1.586 -1.791 0.399
H 2.745 -1.307 1.372 -0.744 0.953 -0.370 0.392
H 1.547 -3.037 -0.768 0.421 -1.819 -0.364 0.571
H 0.416 -1.441 1.925 0.746 0.903 0.328 0.355
H -2.091 -1.263 -0.958 0.159 -0.277 0.089 0.461
H 1.848 -1.007 -2.412 -0.351 1.101 -0.597 0.465
H -2.348 1.875 1.012 -0.960 0.009 -0.362 0.329
H 2.938 1.296 1.856 0.733 0.263 -0.272 0.437
H -0.953 -3.442 -0.484 1.252 1.767 0.674 0.342
H -3.647 1.290 -0.351 1.965 0.422 1.329 0.262
H -1.721 0.856 -1.733 0.734 -0.627 0.102 0.320
```
Forces are in eV/Å.

Values from the calculation:
* total charge: +1
* energy relative to the best compared isomer or geometry (same formula, charge and spin): 432.4 kJ/mol
* DFT total energy: -16228.9150 eV
* spin multiplicity: 1
* orbital gap (spin up / spin down): 6.20 / 6.19 eV



Computed, not measured: an isolated molecule of C20H20BrFN2O2, with ωB97M-V/def2-TZVPD.

Structure (XYZ):
```
46
Properties=species:S:1:pos:R:3:forces:R:3:mulliken_charge:R:1
Br -3.551 -3.901 -0.304 -0.066 0.082 -0.211 -0.152
F -1.370 0.931 0.819 0.162 -0.085 0.079 -0.479
O 3.838 3.104 -0.994 -0.061 0.034 -0.032 -0.648
O 0.427 -3.330 -0.411 0.248 -0.002 -0.127 -0.654
N 0.232 -0.832 2.480 -0.142 -0.003 0.138 0.026
N -0.971 -2.742 1.260 0.081 -0.076 0.173 0.285
C 2.576 4.969 -2.570 -0.122 -0.126 0.096 -1.381
C -3.008 -0.753 -2.938 0.012 0.002 0.005 -0.571
C -1.924 -1.813 1.823 -0.232 0.206 0.115 -0.734
C -0.050 -3.253 2.250 0.176 -0.166 -0.095 -1.084
C -1.473 -2.057 -1.015 -0.070 -0.087 -0.255 0.076
C 1.939 2.061 -0.087 0.036 -0.490 0.437 0.480
C -0.934 -1.017 -1.765 -0.048 -0.067 0.024 -0.441
C 2.628 3.049 -0.945 -0.233 0.159 -0.129 0.787
C -2.783 -2.447 -1.268 0.018 -0.102 0.168 0.662
C 1.749 3.988 -1.750 0.440 0.245 -0.196 -0.382
C 0.750 0.103 1.620 0.085 0.399 -0.175 0.841
C 0.899 -2.107 2.676 0.128 -0.170 0.053 -0.927
C -0.581 -2.761 -0.039 -0.192 -0.014 0.034 0.444
C 2.144 0.266 1.522 -0.086 0.014 -0.064 -0.376
C 0.555 1.933 0.004 0.266 -0.013 0.032 -0.512
C -1.168 -0.906 2.824 -0.254 0.049 0.001 -1.166
C -0.006 0.986 0.829 -0.054 0.039 -0.023 0.061
C -3.553 -1.806 -2.222 -0.058 -0.057 0.044 -0.459
C 2.716 1.202 0.697 -0.031 0.152 -0.211 -1.307
C -1.699 -0.361 -2.711 0.044 0.023 0.007 -0.917
H 3.789 1.302 0.646 0.081 0.002 0.010 0.466
H 1.792 -2.147 2.054 -0.059 -0.004 0.066 0.519
H 0.093 -0.733 -1.591 0.102 0.017 0.011 0.633
H 0.519 -4.069 1.806 -0.056 0.055 0.149 0.437
H 1.929 5.631 -3.140 -0.031 0.060 -0.051 0.403
H -4.566 -2.129 -2.402 -0.058 -0.031 -0.008 0.427
H -0.631 -3.633 3.093 0.027 0.008 -0.010 0.403
H -1.272 0.452 -3.277 0.045 0.082 -0.059 0.444
H -0.118 2.549 -0.571 -0.096 0.073 -0.062 0.430
H -3.609 -0.247 -3.678 -0.054 0.045 -0.071 0.393
H 1.189 -2.223 3.727 0.067 -0.065 -0.069 0.327
H -2.370 -1.213 1.030 0.043 -0.086 0.127 0.504
H 2.786 -0.347 2.134 0.024 -0.064 0.078 0.519
H 1.116 3.387 -2.408 -0.117 -0.023 0.085 0.295
H 1.098 4.529 -1.059 -0.111 -0.095 -0.001 0.390
H -2.720 -2.366 2.334 0.005 0.062 -0.042 0.425
H 3.224 4.431 -3.257 0.075 0.033 -0.052 0.317
H -1.223 -1.333 3.831 -0.027 0.044 -0.031 0.406
H -1.611 0.086 2.861 0.018 -0.118 0.064 0.471
H 3.204 5.567 -1.915 0.075 0.058 -0.021 0.321
```
Forces are in eV/Å.

Values from the calculation:
* SMILES string: CCC(=O)c1ccc(N2CCN(C(=O)c3ccccc3Br)CC2)c(F)c1
* energy relative to the best compared isomer or geometry (same formula, charge and spin): 1.0 kJ/mol
* DFT total energy: -100900.2080 eV
* spin multiplicity: 1
* orbital gap: 8.52 eV



Computed, not measured: a structure of composition Br2N2O6V at a distorted geometry, with ωB97M-V/def2-TZVPD.

Structure (XYZ):
```
11
Properties=species:S:1:pos:R:3:forces:R:3:lowdin_spin:R:1
Br -3.014 -0.001 0.673 -0.197 -0.066 -0.189 0.917
Br -1.154 0.984 -2.800 -0.094 -0.444 1.498 0.095
V -0.709 0.261 -0.482 3.469 -0.403 0.432 1.989
O 0.561 -3.461 0.465 -0.828 2.352 -0.791 0.016
O -0.147 1.874 0.706 -5.931 1.487 2.665 -0.021
O 0.357 -1.318 0.892 1.399 2.956 5.652 0.000
O 1.304 1.081 -0.320 2.940 -1.364 -2.439 -0.002
O 1.838 2.773 0.987 -1.580 -1.008 -0.751 0.010
O -0.307 -1.883 -0.811 -3.107 -0.831 -6.650 -0.007
N 1.052 1.997 0.492 2.839 -0.795 -0.658 0.004
N 0.219 -2.307 0.198 1.090 -1.883 1.230 0.001
```
Forces are in eV/Å.

Values from the calculation:
* energy relative to the best compared isomer or geometry (same formula, charge and spin): 0.0 kJ/mol
* DFT total energy: -181029.8668 eV
* spin multiplicity: 4
* orbital gap (spin up / spin down): 8.07 / 4.86 eV



Computed, not measured: an isolated molecule of C5H7NO at a distorted geometry, with ωB97M-V/def2-TZVPD.

Structure (XYZ):
```
14
Properties=species:S:1:pos:R:3:forces:R:3:mulliken_charge:R:1
O -0.084 1.649 -0.459 -0.049 -0.065 0.322 -0.534
N 2.475 0.566 1.381 -0.345 -0.636 -0.966 -0.445
C -0.204 0.261 -0.355 -0.094 -0.471 0.774 0.679
C 1.971 0.044 0.478 0.535 0.390 0.738 0.288
C -0.935 -0.362 0.855 0.278 0.262 0.069 -0.721
C -1.612 -0.252 -0.474 0.021 0.024 -0.387 -0.620
C 1.134 -0.430 -0.644 -0.108 -0.157 0.024 -0.532
H -1.864 -1.163 -1.009 0.167 0.156 -0.010 0.238
H 1.022 -1.513 -0.593 0.098 -0.003 0.001 0.301
H -1.212 0.289 1.677 -0.114 0.022 -0.226 0.228
H -0.658 -1.373 1.171 0.171 0.444 -0.163 0.245
H 0.667 1.915 0.098 -0.265 0.104 -0.056 0.375
H 1.650 -0.172 -1.580 -0.472 0.066 0.108 0.247
H -2.350 0.543 -0.546 0.176 -0.137 -0.228 0.252
```
Forces are in eV/Å.

Values from the calculation:
* SMILES string: N#CCC1(O)CC1
* energy relative to the best compared isomer or geometry (same formula, charge and spin): 164.5 kJ/mol
* DFT total energy: -8834.4977 eV
* spin multiplicity: 1
* orbital gap: 10.79 eV